Record 1
{"formula": "C2H12N2O3", "method": "the ωB97M-V functional and the def2-TZVPD basis", "homo_energy_ev": [0.943, -3.902], "relative_energy_kcal_mol": 47.1, "e_lumo_ev": [3.7, 3.5], "gap_ha": [0.1010, 0.2727], "mol_weight_g_mol": 112.1, "multiplicity": 2, "total_charge": -1, "symbols": ["C", "C", "N", "N", "H", "H", "H", "H", "H", "H", "H", "H", "O", "H", "H", "O", "H", "H", "O"], "positions_angstrom": [[0.2476, -0.4124, -1.0667], [1.1712, -1.4365, -1.1603], [2.5187, -1.3751, -0.9387], [-1.1482, -0.5362, -0.9670], [0.5424, 0.6054, -0.8962], [0.9487, -2.5243, -1.1222], [2.9927, -2.2652, -1.0333], [3.1282, -0.5801, -1.1862], [-1.4798, -1.5386, -1.2090], [-1.7788, 0.0784, -1.3124], [-2.3983, -1.4626, 1.8449], [-2.6002, -1.3871, 3.1901], [-2.8168, -1.9657, 2.5188], [-0.0505, 0.1203, 1.0241], [1.2593, 0.7994, 0.8367], [0.4127, 0.9058, 1.3707], [0.5085, 3.3761, -0.3148], [-0.8514, 3.9600, -0.5874], [0.1132, 4.2212, -0.4561]], "forces_ev_per_a": [[1.2, -1.5, -0.7], [-2.8, 0.5, 0.5], [2.9, 0.8, 0.1], [1.2, -6.2, 1.0], [0.4, 0.1, -0.5], [-0.9, 1.0, -0.4], [-0.1, 0.5, -0.1], [-1.0, -0.6, 0.1], [0.7, 2.4, 0.6], [-1.6, 2.8, -1.5], [0.6, 0.3, -2.0], [0.4, 1.6, 3.1], [-0.9, -1.9, -1.2], [-0.3, 0.3, 0.4], [-1.1, 0.5, 1.2], [1.4, -0.6, -0.8], [0.7, -1.2, 0.3], [1.6, 0.5, 0.2], [-2.3, 0.8, -0.5]]}

=====

Record 2
{"formula": "C2H12N2O3", "method": "the ωB97M-V functional and the def2-TZVPD basis", "homo_energy_ev": -9.064, "relative_energy_kcal_mol": 35.6, "e_lumo_ev": 0.6, "gap_ha": 0.3548, "mol_weight_g_mol": 112.1, "smiles": "[H]/N=C\\NC.O.O.O", "total_charge": 0, "symbols": ["H", "N", "C", "N", "C", "H", "H", "H", "H", "H", "O", "H", "H", "O", "H", "H", "O", "H", "H"], "positions_angstrom": [[2.7949, -0.3590, 1.3766], [2.0861, 0.3648, 1.3549], [1.7465, 0.7820, 0.2067], [1.4856, 0.0678, -0.9351], [1.6569, 0.7181, -2.2209], [1.6106, 1.8409, -0.0581], [1.5707, -0.9291, -0.9471], [1.7542, 0.0023, -3.0288], [0.8528, 1.4029, -2.4856], [2.5506, 1.3410, -2.2528], [-3.9270, -2.9386, 1.3764], [-3.8447, -3.8075, 1.7692], [-4.2030, -3.0529, 0.4831], [-1.0883, 3.1230, -0.2650], [-1.1924, 2.1615, -0.2152], [-1.0967, 3.3041, 0.6863], [-0.9265, -1.6619, 1.9335], [-1.5985, -1.3663, 1.3118], [-0.2318, -0.9931, 1.9098]], "forces_ev_per_a": [[-0.9, -0.9, -0.1], [0.9, 1.3, 0.4], [-0.1, -0.4, -1.1], [0.4, 0.2, -0.3], [0.2, 0.7, -0.4], [-0.5, 0.1, 0.8], [0.2, -0.3, 0.4], [-0.1, -0.3, 0.1], [-0.4, -0.1, 0.2], [0.2, -0.1, 0.1], [0.3, 0.6, 0.9], [0.0, -0.2, 0.0], [-0.3, -0.3, -0.9], [0.0, -0.6, 0.7], [0.0, 0.1, -0.5], [0.1, 0.5, -0.2], [0.1, 0.0, 0.0], [-0.1, -0.1, 0.1], [0.0, 0.0, 0.0]]}

=====

Record 3
{"formula": "C2H12N2O3", "method": "the ωB97M-V functional and the def2-TZVPD basis", "homo_energy_ev": [-13.517, -13.517], "relative_energy_kcal_mol": 78.8, "e_lumo_ev": [-6.4, -6.5], "gap_ha": [0.2601, 0.2596], "mol_weight_g_mol": 112.1, "multiplicity": 2, "total_charge": 1, "symbols": ["C", "C", "N", "N", "H", "H", "H", "H", "H", "H", "H", "H", "O", "H", "H", "O", "H", "H", "O"], "positions_angstrom": [[0.8255, -0.4618, -0.0649], [2.1328, -0.8267, -0.2446], [2.9418, -1.0937, -1.2608], [-0.1316, -1.4692, 0.3400], [0.4517, 0.6291, -0.2304], [2.6091, -0.7646, 0.8040], [3.6524, -1.7066, -1.3235], [2.5517, -0.8029, -2.1227], [-0.9125, -0.9926, 0.8210], [-0.5999, -1.8378, -0.4698], [2.7082, 1.6469, -0.8115], [3.9013, 2.2081, -0.0640], [3.1361, 2.4587, -0.5691], [-0.6060, 2.7814, 0.8811], [-1.9233, 2.3168, 0.4062], [-1.3041, 3.0432, 0.2893], [-6.7512, -1.9228, 0.4981], [-5.8022, -2.8560, 1.1624], [-6.4195, -2.1304, 1.3738]], "forces_ev_per_a": [[-5.1, 2.5, -1.3], [5.0, -1.6, 2.0], [-5.6, 3.6, 1.2], [0.6, 2.2, 0.7], [0.8, -1.8, 0.1], [-0.1, -1.6, -1.3], [3.7, -2.0, 0.7], [-0.4, -0.2, -1.5], [0.7, -0.3, 0.0], [0.3, -0.8, -0.7], [-0.2, -0.3, -0.3], [0.6, -0.1, 0.4], [-0.4, 0.5, -0.1], [0.6, 0.3, 0.5], [-0.5, 0.2, -0.1], [-0.1, -0.5, -0.3], [-0.4, 0.3, -0.1], [-0.4, 0.3, 0.5], [0.7, -0.6, -0.4]]}

=====

Record 4
{"formula": "C2H12N3STi", "method": "the ωB97M-V functional and the def2-TZVPD basis", "homo_energy_ev": [0.118, -3.431], "relative_energy_kcal_mol": 31.7, "e_lumo_ev": [3.0, 3.1], "gap_ha": [0.1056, 0.2396], "mol_weight_g_mol": 158.1, "multiplicity": 3, "total_charge": -1, "symbols": ["C", "Ti", "N", "H", "H", "H", "H", "H", "H", "H", "H", "N", "C", "N", "S", "H", "H", "H", "H"], "positions_angstrom": [[-2.2668, 0.9255, -1.9815], [-0.6483, 0.1784, -1.0829], [1.4290, -0.0483, -1.8052], [0.0055, 1.6434, -0.9307], [2.0539, 0.6710, -1.4039], [-0.7675, -0.2888, -2.6156], [-2.0234, 1.6742, -2.6735], [-2.2982, 1.3232, -0.9162], [-2.9874, 0.1768, -2.1360], [1.8937, -0.9430, -1.6046], [1.5377, 0.0761, -2.8218], [-0.1746, -1.0604, 3.3525], [0.2227, -0.4828, 2.2019], [1.5295, -0.6296, 1.8661], [-0.9273, 0.4186, 1.2319], [0.4319, -1.5407, 4.0002], [-1.1701, -0.9099, 3.5936], [1.9396, -0.1442, 1.1346], [2.2201, -1.0395, 2.5911]], "forces_ev_per_a": [[0.4, 0.3, 2.7], [0.4, -0.5, -1.1], [1.9, -0.1, -0.2], [0.5, 1.9, 0.0], [-0.5, -0.4, 0.0], [0.4, -1.6, -2.1], [-0.2, 0.9, -1.0], [-0.9, 0.5, -0.6], [-1.2, -0.6, -0.6], [-0.1, 0.1, 0.0], [-0.5, -0.1, 0.6], [-1.6, 0.5, -0.1], [0.2, 0.3, -0.7], [-0.6, -1.8, 3.1], [1.0, -1.1, 3.2], [0.3, 0.1, -0.2], [1.2, -0.2, -0.1], [0.6, 1.3, -1.7], [-1.2, 0.6, -1.1]]}

=====

Record 5
{"formula": "C2H12N4", "method": "the ωB97M-V functional and the def2-TZVPD basis", "homo_energy_ev": [-7.053, -7.052], "relative_energy_kcal_mol": 111.0, "e_lumo_ev": [1.1, 1.1], "gap_ha": [0.2991, 0.2990], "mol_weight_g_mol": 92.1, "total_charge": 0, "symbols": ["C", "C", "N", "N", "H", "H", "H", "H", "H", "H", "H", "H", "N", "N", "H", "H", "H", "H"], "positions_angstrom": [[-0.5055, -1.6100, 1.6608], [1.6601, 1.0321, -0.0731], [-0.6833, -0.3841, 0.9077], [1.0745, 0.7667, 1.1030], [-1.2449, 0.2700, 1.4389], [1.4557, -0.0676, 1.5407], [-1.4486, -2.1478, 1.8282], [-0.0600, -1.4260, 2.6492], [0.1644, -2.2820, 1.1164], [0.6321, 0.4515, -1.1861], [2.5075, 0.4318, -0.4199], [1.7097, 2.0891, -0.3333], [-0.3615, -0.0173, -1.6188], [-1.1649, 1.0416, -2.1837], [-0.7530, 1.9209, -1.8790], [-0.1981, -0.7199, -2.3345], [-0.7005, -0.3391, -0.4638], [-2.0836, 0.9902, -1.7527]], "forces_ev_per_a": [[-0.1, 0.1, -0.2], [0.6, 0.1, 1.6], [-0.3, -0.2, -1.0], [0.7, 0.5, -1.0], [0.0, 0.0, -0.1], [-0.2, -0.1, -0.2], [0.1, -0.1, 0.0], [0.0, 0.0, 0.0], [0.0, 0.0, 0.0], [-1.6, -0.9, -1.0], [-0.2, -0.1, -0.1], [-0.3, -0.1, -0.2], [1.2, 0.9, 0.7], [0.1, 0.0, 0.1], [-0.1, -0.1, -0.1], [0.1, 0.1, 0.1], [-0.1, -0.2, 1.2], [0.1, 0.0, 0.0]]}

=====

Record 6
{"formula": "C2H12N4O4", "method": "the ωB97M-V functional and the def2-TZVPD basis", "homo_energy_ev": -10.115, "relative_energy_kcal_mol": 12.1, "e_lumo_ev": 0.0, "gap_ha": 0.3734, "mol_weight_g_mol": 156.1, "smiles": "NC(N)=O.NC(N)=O.O.O", "total_charge": 0, "symbols": ["N", "C", "N", "O", "H", "H", "H", "H", "N", "C", "N", "O", "H", "H", "H", "H", "O", "H", "H", "O", "H", "H"], "positions_angstrom": [[-2.2310, 1.8435, 1.4120], [-1.3895, 2.8120, 0.9171], [-0.0821, 2.7151, 1.3414], [-1.7685, 3.6655, 0.1462], [-2.0222, 1.3320, 2.2486], [-3.1815, 1.9137, 1.0969], [0.6020, 3.3799, 1.0370], [0.1251, 2.0861, 2.0951], [-1.0396, -1.2847, 0.8621], [-1.0424, -1.4681, -0.5082], [-0.0822, -2.3274, -0.9912], [-1.8100, -0.8692, -1.2307], [-1.7821, -0.6665, 1.1327], [-0.4950, -1.8408, 1.4928], [0.7154, -2.5403, -0.4212], [-0.0569, -2.3885, -1.9921], [2.2238, -0.3192, -0.6232], [2.8038, 0.4444, -0.7042], [1.5513, -0.0494, 0.0106], [3.2874, -2.1377, -2.6915], [2.9055, -1.3990, -2.2020], [2.7688, -2.9014, -2.4281]], "forces_ev_per_a": [[0.1, -0.1, -0.1], [0.2, 0.3, -0.1], [-0.4, -0.6, 0.2], [0.0, 0.0, -0.2], [-0.1, 0.1, 0.1], [-0.1, 0.0, 0.2], [-0.2, 0.2, 0.0], [0.3, 0.1, 0.0], [0.1, 0.2, -0.8], [0.6, 0.0, -0.1], [-0.7, 0.0, 0.5], [-0.3, -0.1, 0.0], [0.1, 0.0, 0.5], [-0.3, -0.1, 0.1], [0.2, -0.1, -0.3], [0.3, 0.0, 0.0], [0.2, 0.1, 0.1], [0.0, 0.0, 0.0], [-0.2, 0.0, -0.1], [0.1, 0.0, -0.1], [-0.1, -0.1, 0.1], [0.0, 0.0, 0.0]]}

=====

Record 7
{"formula": "C2H12N8O2S", "method": "the ωB97M-V functional and the def2-TZVPD basis", "homo_energy_ev": [-12.512, -16.433], "e_lumo_ev": [-6.1, -10.7], "gap_ha": [0.2344, 0.2111], "mol_weight_g_mol": 212.2, "multiplicity": 3, "total_charge": 2, "symbols": ["C", "C", "N", "N", "N", "N", "N", "N", "N", "N", "O", "O", "S", "H", "H", "H", "H", "H", "H", "H", "H", "H", "H", "H", "H"], "positions_angstrom": [[-0.7623, 1.6009, -1.2032], [1.4690, -2.1797, 0.0262], [-1.7842, 2.2709, -1.5604], [1.0382, -3.2530, 0.4534], [-0.5970, 0.4970, -1.9606], [2.1227, -2.0281, -1.1468], [0.0382, 1.7013, -0.1511], [1.2139, -0.6267, 0.7074], [-2.3986, 3.3955, -0.9494], [0.0748, -3.3086, 1.5853], [-0.3256, 2.6745, 0.8111], [1.3327, -0.8979, 2.1434], [1.5752, 0.7902, 0.0070], [-1.2491, 0.5319, -2.6794], [0.3617, 0.3538, -2.3555], [2.5831, -2.8796, -1.6208], [2.4904, -1.1767, -1.2098], [-1.8772, 4.2464, -1.0656], [-2.5763, 3.3355, 0.1515], [-3.2226, 3.3354, -1.4618], [-0.0868, -2.4087, 2.0645], [-0.8809, -3.5524, 1.3721], [0.3112, -4.0737, 2.2784], [0.2546, 3.3519, 0.7911], [2.2187, -0.7794, 2.4593]], "forces_ev_per_a": [[-0.8, 0.0, 0.6], [1.1, 4.2, -1.3], [-1.1, 0.5, -1.2], [-2.4, -2.9, 1.9], [3.2, -1.3, -0.3], [-1.3, -5.8, 0.8], [-0.8, 3.6, 1.7], [0.5, -5.3, 1.3], [1.7, -1.4, 4.5], [0.8, 0.2, 1.0], [-3.8, -3.5, 0.0], [-2.2, 0.7, -0.9], [2.3, -1.2, -0.3], [-1.4, -0.3, -1.7], [-1.2, 0.1, 0.5], [-1.1, 2.0, 1.0], [2.6, 3.9, -1.0], [0.2, 0.8, -0.6], [0.3, -0.1, -2.7], [-2.4, 1.0, -0.7], [0.9, -0.1, 0.3], [-0.4, -0.5, -1.6], [0.5, 1.1, -0.9], [3.4, 3.6, -0.3], [1.4, 0.4, -0.1]]}